i.
Formula: FH3N2OS
Source: the Open Molecules 2025 dataset
Level of theory: the ωB97M-V functional and the def2-TZVPD basis

Calculated values
- lowest unoccupied orbital energy (eV) = 0.06
- HOMO-LUMO gap (eV) = 10.083

Atoms and positions in Å:
N (-1.490, -0.490, -0.219)
N (-0.286, -0.051, -0.748)
O (0.736, -0.589, -0.018)
F (-0.115, 1.562, -0.067)
S (2.393, -0.264, -0.145)
H (-1.517, -0.397, 0.804)
H (-2.242, -0.183, -0.631)
H (2.521, 0.412, 1.023)


ii.
Formula: FH3N2OS
Source: the Open Molecules 2025 dataset
Level of theory: the ωB97M-V functional and the def2-TZVPD basis

Calculated values
- lowest unoccupied orbital energy (eV) = 0.58
- HOMO-LUMO gap (eV) = 9.232

Atoms and positions in Å:
H (3.323, 0.687, -0.135)
N (2.279, 0.849, 0.069)
N (1.435, 0.038, 0.135)
F (1.713, -1.361, -0.237)
O (-1.208, -0.737, 0.346)
S (-2.671, -0.034, -0.126)
H (-1.100, -1.238, 1.093)
H (-2.277, 0.857, -1.082)


Result of the stability comparison: ii is the most stable of them.